The following is a quantum chemistry calculation of a structure of composition C34H66N4OPdSSi2, from OMol25.

Element x y z (Å)
Pd: 0.78480 0.06457 -0.21011
C: -3.46539 4.00160 2.38548
C: -3.21381 2.58762 1.86936
C: -4.48222 2.02302 1.23761
C: -2.75336 1.69519 3.02627
N: -2.19798 2.72796 0.81010
N: -1.79948 1.51801 0.19435
H: -4.17893 3.99048 3.21324
H: -3.85813 4.63336 1.58675
H: -2.53589 4.44902 2.75019
H: -5.31922 2.08853 1.93790
H: -4.35850 0.97734 0.95080
H: -4.72727 2.59092 0.33789
H: -3.55232 1.57400 3.76283
H: -1.88517 2.13216 3.52785
H: -2.47817 0.69559 2.68567
H: -1.35901 3.11908 1.23069
H: -2.47362 1.21967 -0.50474
H: -1.61825 0.78670 0.87204
C: -1.88840 -1.47474 -3.71446
S: -2.27804 -0.97843 -2.01857
O: -3.07177 0.29593 -2.20474
C: -3.34264 -2.25694 -1.51935
C: -2.64435 -3.55203 -1.12291
C: -3.67663 -4.48400 -0.52251
C: -5.00129 -4.20742 -0.46753
C: -5.58703 -2.99564 -0.94632
C: -4.70027 -2.04552 -1.44448
H: -2.81031 -1.38752 -4.28922
H: -1.54296 -2.51065 -3.70871
H: -1.10394 -0.81460 -4.08318
H: -2.19546 -4.05997 -2.01339
H: -3.32813 -5.43641 -0.13366
H: -5.64337 -4.96645 -0.02280
H: -6.64283 -2.79007 -0.83549
H: -5.04867 -1.06659 -1.76367
C: 1.97178 1.89810 2.68047
Si: 2.44582 0.69028 1.23630
C: 3.26896 -0.78206 2.26715
C: 4.07574 -0.36505 3.49811
C: 4.14925 -1.64195 1.35975
C: 2.11335 -1.66643 2.75005
C: 3.92203 1.70220 0.39993
C: 4.34293 1.00929 -0.89715
C: 3.32185 3.05737 0.01450
C: 5.15967 1.96169 1.25606
H: 2.82116 2.33487 3.22577
H: 1.35156 1.35918 3.40626
H: 1.35936 2.71692 2.29096
H: 4.94066 0.25361 3.24336
H: 4.45157 -1.25316 4.03210
H: 3.46161 0.20136 4.20387
H: 5.07828 -1.13090 1.08913
H: 3.61972 -1.89201 0.43436
H: 4.42453 -2.58386 1.86026
H: 1.41350 -1.10840 3.38201
H: 2.49441 -2.51700 3.33779
H: 1.53908 -2.05068 1.90408
H: 3.45878 0.77106 -1.49498
H: 4.86524 0.06768 -0.70856
H: 5.01868 1.65508 -1.48552
H: 2.39965 2.91589 -0.55827
H: 4.03306 3.63058 -0.60354
H: 3.08413 3.66203 0.89434
H: 5.71446 1.04150 1.45896
H: 4.90280 2.41520 2.21882
H: 5.85076 2.65091 0.74226
C: 0.45426 -2.99639 -1.00292
Si: -1.11928 -3.25067 -0.00045
C: -1.47565 -1.88933 1.22874
C: -0.86246 -4.85771 0.99924
C: -1.72378 -5.14348 2.06651
C: -1.59730 -6.30087 2.82041
C: -0.59551 -7.21778 2.52528
C: 0.26473 -6.96428 1.46794
C: 0.12596 -5.80025 0.71978
H: 0.28693 -3.25838 -2.05239
H: 1.29542 -3.59079 -0.63921
H: 0.80253 -1.94539 -0.97323
H: -2.46916 -1.47498 1.02649
H: -0.71471 -1.09373 1.14007
H: -1.44960 -2.25580 2.25827
H: -2.51950 -4.44576 2.30452
H: -2.28192 -6.48645 3.64052
H: -0.48820 -8.12111 3.11508
H: 1.05300 -7.66886 1.22636
H: 0.81260 -5.62717 -0.10141
C: 1.44340 5.35407 -3.99162
C: 1.94320 4.22902 -3.09082
N: 0.94645 3.19435 -2.89237
C: -0.15569 3.51880 -1.99193
C: -1.50311 3.58987 -2.70204
C: 1.12829 1.87772 -3.24891
C: 2.25903 1.55667 -4.19760
N: 0.40041 0.90409 -2.85615
H: 2.20570 6.12911 -4.10808
H: 0.54994 5.81832 -3.56928
H: 1.18180 4.96738 -4.97886
H: 2.23274 4.63748 -2.11604
H: 2.84650 3.79640 -3.50964
H: 0.07774 4.48415 -1.53499
H: -0.19291 2.78375 -1.17957
H: -1.47594 4.32723 -3.50909
H: -2.27456 3.86341 -1.98076
H: -1.78454 2.62252 -3.12320
H: 3.22402 1.63918 -3.69198
H: 2.26904 2.21197 -5.07166
H: 2.12634 0.52660 -4.51600
H: -0.32256 1.21003 -2.20080

## Properties
ΔE to the lowest compared entry with this formula, charge and spin ... 0.0 kcal per mole
E ... -74406.5256 eV
Frontier orbital gap ... 4.43 eV
Total charge ... -2

=====

The following is a quantum chemistry calculation of a cluster of 3 separate species, C34H67BN3O8 in total at a distorted geometry, from OMol25.

Element x y z (Å)
C: -2.86298 -0.48869 -5.85481
C: -1.35000 -0.23397 -5.43093
O: -0.68859 -1.53367 -5.33618
C: -0.58363 -1.98020 -4.05023
N: -1.41728 -3.01532 -3.68849
C: -1.43672 -3.62891 -2.44565
B: -2.51112 -4.83621 -2.22525
C: -3.72135 -4.60947 -1.16703
O: -2.43212 -6.02954 -2.94418
C: -0.51583 -3.18703 -1.39432
C: -0.45552 -3.87227 0.01566
C: 0.78967 -4.87948 -0.05451
C: 1.08509 -5.58479 1.32089
C: 1.91560 -4.56058 2.22647
C: 0.97247 -4.16676 3.46959
C: 1.53981 -4.98718 4.72508
C: 2.83267 -4.21643 5.23646
C: 2.59679 -3.58964 6.67900
C: 1.93046 -2.15804 6.48503
C: 0.65263 -2.08323 7.44125
C: -0.28556 -0.87401 7.01727
O: -0.14567 0.17561 7.99830
C: 0.63096 1.27908 7.50438
C: 0.39031 -2.03659 -1.71293
C: 1.39664 -1.44941 -0.65882
C: 0.67103 -0.83264 0.61342
C: 0.76734 0.72758 0.69447
N: -0.49149 1.44438 0.87493
O: 1.80025 1.34448 0.65152
C: 0.34527 -1.42994 -3.06735
C: 1.26391 -0.22166 -3.47085
C: 2.71547 -0.79515 -3.67461
C: 3.99993 0.08692 -3.56633
N: 2.78491 -2.05273 -3.92262
H: -3.16879 0.18362 -6.70353
H: -3.06507 -1.56828 -6.05625
H: -3.49423 -0.19892 -4.96372
H: -0.87546 0.30133 -6.30213
H: -1.24514 0.35508 -4.48737
H: -2.07600 -3.36146 -4.39199
H: -3.46410 -4.94877 -0.13283
H: -3.92943 -3.49973 -1.11457
H: -4.67966 -5.06721 -1.55104
H: -3.33213 -6.33576 -3.16703
H: -1.35128 -4.50788 0.22802
H: -0.36368 -3.13624 0.85094
H: 1.64849 -4.26096 -0.44011
H: 0.60073 -5.68214 -0.82820
H: 1.79370 -6.43708 1.09706
H: 0.18344 -6.00795 1.82805
H: 2.85574 -5.05865 2.59539
H: 2.16577 -3.63955 1.63532
H: 1.02759 -3.05784 3.61644
H: -0.10114 -4.45696 3.28333
H: 0.72722 -5.06968 5.49145
H: 1.84332 -5.98577 4.32056
H: 3.09093 -3.35780 4.54938
H: 3.71363 -4.91145 5.19695
H: 1.94749 -4.31002 7.24092
H: 3.58938 -3.52034 7.20132
H: 1.57187 -1.99103 5.43782
H: 2.67251 -1.35656 6.73034
H: 0.09580 -3.04497 7.29962
H: 1.04788 -1.93212 8.47796
H: -1.34345 -1.25379 7.07103
H: -0.08203 -0.50865 5.97634
H: -0.07946 2.10850 7.21936
H: 1.26008 1.64803 8.35530
H: 1.28253 1.01127 6.62315
H: 2.01581 -0.61798 -1.10259
H: 2.13641 -2.25437 -0.39624
H: 1.09464 -1.35297 1.51742
H: -0.41668 -1.12221 0.53868
H: -1.28143 0.82908 0.64218
H: -0.60032 1.67309 1.86809
H: 1.22221 0.58314 -2.68013
H: 0.94918 0.26481 -4.42696
H: 4.09705 0.85934 -4.36940
H: 3.99901 0.62455 -2.57351
H: 4.90174 -0.58516 -3.57918
H: 3.76722 -2.33306 -4.01974
C: -1.87099 2.77582 -1.81062
O: -1.95538 3.81421 -2.77126
C: -3.12398 3.71496 -3.58082
C: -4.18894 4.70401 -3.13715
O: -4.70094 4.36992 -1.85265
C: -4.16519 5.19094 -0.82388
H: -1.08268 3.03016 -1.10324
H: -2.80807 2.65624 -1.25991
H: -1.60821 1.83129 -2.30575
H: -3.51586 2.69166 -3.57662
H: -2.82430 3.95719 -4.60531
H: -5.02808 4.65326 -3.83797
H: -3.80186 5.72763 -3.15002
H: -4.60233 6.19250 -0.88018
H: -3.07645 5.25985 -0.88595
H: -4.43043 4.74686 0.13606
C: 1.98388 6.81967 0.09513
O: 1.23268 7.93020 -0.36905
C: 1.76169 8.48330 -1.57032
C: 0.95060 8.05179 -2.78097
O: 1.08613 6.65557 -3.02499
C: -0.04133 5.91519 -2.58084
H: 1.41003 6.32789 0.88100
H: 2.17314 6.09710 -0.70298
H: 2.93429 7.16214 0.51651
H: 2.81618 8.21518 -1.69198
H: 1.69937 9.57138 -1.47520
H: 1.33794 8.56854 -3.66474
H: -0.10231 8.32785 -2.66457
H: -0.88563 6.08305 -3.25546
H: -0.32515 6.18374 -1.55977
H: 0.21690 4.85788 -2.60105

## Properties
E ... -57860.7692 eV
Frontier orbital gap ... 6.83 eV
Total charge ... +1

=====

The following is a quantum chemistry calculation of a cluster of 10 separate species, C34H67NO12 in total at a distorted geometry, from OMol25.

Element x y z (Å)
C: 1.89143 1.11675 0.90370
C: 1.39055 -0.19923 0.28126
O: 1.75458 -0.27025 -1.10153
C: 1.86789 -1.48095 1.00040
O: 1.94186 -1.28419 2.40292
C: 3.21951 -1.39220 3.00775
C: 3.12716 -0.50100 4.29546
N: 4.20806 0.50839 4.29454
C: 4.97449 0.34440 3.10710
O: 5.95257 0.99439 2.84978
C: 4.41809 -0.78586 2.27549
H: 1.03326 1.74197 1.14345
H: 2.45750 0.97717 1.82157
H: 2.51275 1.65347 0.18481
H: 0.30347 -0.17957 0.32985
H: 2.71448 -0.17539 -1.11749
H: 1.11075 -2.25465 0.82631
H: 2.79397 -1.87033 0.57404
H: 3.45963 -2.40408 3.33387
H: 2.19360 0.04735 4.18683
H: 3.00850 -1.05370 5.22309
H: 3.78226 1.42221 4.15836
H: 5.20961 -1.54664 2.30485
H: 4.31674 -0.57216 1.21545
C: -1.90675 4.95230 2.23234
C: -1.11558 4.40417 1.07884
C: -1.10752 5.22954 -0.18652
O: -0.52963 3.34569 1.14018
H: -1.82986 4.27596 3.08145
H: -1.53020 5.93668 2.51649
H: -2.95607 5.04631 1.94367
H: -0.68369 6.21504 0.01324
H: -2.12877 5.36468 -0.54713
H: -0.51545 4.72794 -0.94886
C: 8.03192 0.17303 -0.11649
C: 7.06635 -0.49222 -1.06133
C: 6.77368 0.23648 -2.35302
O: 6.54170 -1.55132 -0.80153
H: 8.14956 -0.43753 0.77499
H: 9.00251 0.30554 -0.59827
H: 7.64835 1.15170 0.17634
H: 7.69372 0.37260 -2.92365
H: 6.35576 1.22169 -2.13923
H: 6.06301 -0.33560 -2.94624
C: 5.30904 -3.75015 -3.64335
C: 3.92552 -3.62101 -4.22914
C: 2.95037 -2.74777 -3.48050
O: 3.60312 -4.18830 -5.24848
H: 5.91345 -4.40038 -4.27201
H: 5.78165 -2.76972 -3.57139
H: 5.25301 -4.16470 -2.63535
H: 3.33625 -1.72838 -3.42025
H: 2.80462 -3.11533 -2.46668
H: 1.99130 -2.73938 -3.99584
C: -1.11774 1.36153 7.07672
C: 0.05194 0.40831 7.11962
C: 0.34364 -0.25122 8.44619
O: 0.72216 0.18445 6.13922
H: -1.22189 1.76610 6.07274
H: -2.03554 0.84035 7.35410
H: -0.96128 2.17846 7.78326
H: -0.52086 -0.83101 8.77391
H: 0.55379 0.50701 9.20230
H: 1.20364 -0.90918 8.34667
C: -5.82187 3.54750 0.66073
C: -5.95569 4.94133 1.21947
C: -7.25396 5.66576 0.97482
O: -5.04971 5.45478 1.84286
H: -4.84319 3.14333 0.91243
H: -6.59795 2.90230 1.07247
H: -5.94799 3.56540 -0.42191
H: -8.08377 5.10543 1.40245
H: -7.43204 5.77056 -0.09328
H: -7.19908 6.64999 1.43700
C: -9.47452 1.70052 -1.96545
C: -9.63584 3.09698 -1.41827
C: -10.95091 3.78610 -1.68765
O: -8.75309 3.63839 -0.79206
H: -8.49169 1.31453 -1.70518
H: -10.24173 1.04530 -1.54975
H: -9.58503 1.70961 -3.05108
H: -11.77081 3.20551 -1.26182
H: -11.11498 3.87051 -2.76313
H: -10.94317 4.77903 -1.24443
C: 1.43266 -3.01845 -7.38289
C: 0.11151 -2.50374 -6.86893
C: -0.54344 -1.39696 -7.66381
O: -0.40308 -2.94637 -5.86757
H: 1.80617 -3.80308 -6.73282
H: 1.31427 -3.40602 -8.39690
H: 2.16127 -2.20575 -7.40892
H: -0.73599 -1.73326 -8.68395
H: 0.11657 -0.52904 -7.70912
H: -1.48207 -1.11281 -7.19364
C: 2.62553 -6.09440 2.17656
C: 2.94476 -5.07685 1.10821
C: 2.30018 -5.28914 -0.23773
O: 3.67547 -4.13899 1.32937
H: 3.14332 -5.83363 3.09645
H: 1.55000 -6.11745 2.36019
H: 2.93914 -7.08837 1.85307
H: 1.21359 -5.27821 -0.13670
H: 2.60097 -6.25202 -0.65356
H: 2.60376 -4.49549 -0.91286
C: -3.39011 -2.40381 -1.43752
C: -3.59546 -0.98680 -0.95712
C: -2.50573 0.00017 -1.29258
O: -4.58273 -0.66275 -0.33805
H: -4.23595 -3.01832 -1.13805
H: -3.29339 -2.42147 -2.52432
H: -2.47345 -2.81314 -1.00957
H: -2.38525 0.07088 -2.37492
H: -1.55608 -0.32493 -0.86643
H: -2.76135 0.97909 -0.89298

## Properties
ΔE to the lowest compared entry with this formula, charge and spin ... 0.0 kcal per mole
E ... -62403.6722 eV
Frontier orbital gap ... 9.69 eV
SMILES ... C[C@@H](O)CO[C@@H]1CNC(=O)C1.CC(C)=O.CC(C)=O.CC(C)=O.CC(C)=O.CC(C)=O.CC(C)=O.CC(C)=O.CC(C)=O.CC(C)=O

=====

The following is a quantum chemistry calculation of a cluster of 12 separate species, C34H69Cl22N4O2 in total at a distorted geometry, from OMol25.

Element x y z (Å)
C: -0.06568 5.33248 -1.40891
C: -0.16317 3.99606 -0.87616
C: 0.94808 2.87675 -1.05908
O: 1.92808 2.93698 -0.27559
O: 0.88119 1.81433 -1.99606
C: 2.22649 1.26821 -2.24051
C: 2.20076 0.19527 -3.45617
C: 1.89737 1.04164 -4.78388
C: 3.09383 1.09547 -5.84499
C: 4.46956 1.69467 -5.28835
C: 4.74292 3.23783 -5.62595
N: 4.12986 3.73258 -6.89906
C: 2.92076 4.49087 -6.70117
N: 2.00044 4.38030 -5.59357
N: 2.58065 5.36233 -7.67207
C: 1.32757 6.17687 -7.61136
N: 0.06724 5.37295 -7.70571
C: -0.84622 5.70060 -6.55154
H: -0.12309 5.56901 -2.52218
H: 0.08173 6.23608 -0.71758
H: -1.09164 3.76121 -0.24740
H: 2.64920 0.73592 -1.32900
H: 2.85741 2.17206 -2.57046
H: 3.26892 -0.22084 -3.55894
H: 1.44191 -0.63442 -3.27392
H: 1.49557 2.05530 -4.45616
H: 1.02195 0.50597 -5.31372
H: 3.32047 -0.00159 -6.14079
H: 2.68883 1.58933 -6.78738
H: 5.35198 1.01806 -5.58497
H: 4.41850 1.62002 -4.13866
H: 5.88361 3.33814 -5.76425
H: 4.51100 3.90117 -4.71085
H: 4.82868 4.29089 -7.42508
H: 1.23791 3.71422 -5.76370
H: 2.46692 4.23694 -4.69092
H: 3.17942 5.47655 -8.50519
H: 1.30267 6.90132 -8.50742
H: 1.37408 6.79913 -6.65434
H: 0.27300 4.35689 -7.65228
H: -1.09336 6.82021 -6.59830
H: -1.78530 5.04298 -6.58842
H: -0.37095 5.52290 -5.52904
Cl: -2.99929 2.66641 1.30730
C: -2.13727 2.74091 2.86562
C: -1.42186 1.44371 3.18335
Cl: -2.55583 0.11660 3.53253
H: -2.86024 3.00307 3.64021
H: -1.41177 3.55323 2.78809
H: -0.80160 1.57193 4.07275
H: -0.77656 1.12973 2.36111
Cl: -4.70424 -1.93950 4.04975
C: -4.16448 -3.43045 3.23664
C: -5.12668 -3.87060 2.15230
Cl: -6.67716 -4.44065 2.82133
H: -4.03504 -4.20221 3.99539
H: -3.18701 -3.21555 2.79971
H: -4.69776 -4.70535 1.59129
H: -5.33763 -3.06232 1.45016
Cl: 1.86642 -3.27965 -2.85744
C: 3.39074 -4.06634 -2.38249
C: 4.46305 -3.06568 -1.99519
Cl: 5.04950 -2.12185 -3.39240
H: 3.71497 -4.70057 -3.20938
H: 3.16053 -4.70735 -1.52830
H: 5.32694 -3.59410 -1.58775
H: 4.10662 -2.36351 -1.23943
Cl: 7.50670 -0.88843 -6.50405
C: 6.97356 -2.36179 -7.35304
C: 5.56348 -2.23148 -7.89090
Cl: 4.35101 -2.18133 -6.58670
H: 7.06391 -3.20185 -6.66275
H: 7.67083 -2.52179 -8.17746
H: 5.32260 -3.09534 -8.51341
H: 5.44622 -1.33241 -8.49784
Cl: -3.64531 -6.84036 4.26249
C: -2.10900 -7.60447 4.74271
C: -1.06078 -6.58327 5.13174
Cl: -0.49816 -5.63032 3.73053
H: -1.77079 -8.23278 3.91680
H: -2.32971 -8.25101 5.59435
H: -0.17893 -7.09322 5.54689
H: -1.43631 -5.88908 5.88439
Cl: -4.36669 -7.14091 1.03949
C: -6.02835 -7.70992 1.33908
C: -6.07903 -9.19570 1.62972
Cl: -5.68237 -10.17612 0.19572
H: -6.63708 -7.44897 0.47209
H: -6.40341 -7.15141 2.19838
H: -7.08805 -9.47815 1.93620
H: -5.39050 -9.47174 2.42977
Cl: 1.20933 9.41027 -0.62512
C: 2.63362 8.56729 -1.28113
C: 2.62438 8.52503 -2.79570
Cl: 1.33294 7.47128 -3.42919
H: 2.66132 7.56427 -0.85171
H: 3.51285 9.11176 -0.93181
H: 3.57055 8.12049 -3.16054
H: 2.49168 9.51900 -3.22521
Cl: -4.62848 4.22216 6.23192
C: -6.08434 3.85439 5.27246
C: -6.60913 2.45904 5.54336
Cl: -5.51426 1.19951 4.92233
H: -5.83897 3.99396 4.21842
H: -6.83906 4.59377 5.54680
H: -7.56849 2.32065 5.04092
H: -6.75610 2.28443 6.61054
Cl: 0.54498 -7.87799 7.13490
C: 0.38709 -7.32594 8.82351
C: -1.00015 -7.57677 9.37927
Cl: -2.23039 -6.54217 8.61154
H: 0.64927 -6.26751 8.85907
H: 1.12501 -7.87913 9.40757
H: -1.01736 -7.34886 10.44671
H: -1.30310 -8.61665 9.24851
Cl: 3.19553 -1.62426 1.91981
C: 1.73626 -1.99419 0.96727
C: 1.21738 -3.39252 1.23364
Cl: 2.31238 -4.64833 0.60065
H: 1.97515 -1.84980 -0.08809
H: 0.97978 -1.25913 1.24907
H: 0.25606 -3.53095 0.73489
H: 1.07610 -3.57361 2.30031
Cl: -3.81065 4.76171 11.43565
C: -3.28632 3.26241 10.62960
C: -4.25456 2.82545 9.54914
Cl: -5.80922 2.27329 10.22161
H: -3.16286 2.49280 11.39314
H: -2.30817 3.46552 10.18935
H: -3.83465 1.98435 8.99355
H: -4.45896 3.63127 8.84242

## Properties
E ... -321916.5633 eV
Frontier orbital gap ... 7.05 eV
Total charge ... +1